No. 1
{
  "formula": "C2H3BrO2",
  "method": "wB97M-V/def2-TZVPD",
  "species": ["O", "C", "Br", "C", "O", "H", "H", "H"],
  "xyz": [[0.018, 1.710, 0.084], [0.459, 0.075, -0.031], [2.253, -0.134, 0.192], [-0.676, -0.795, 0.372], [-0.280, -0.511, -0.991], [0.502, 1.945, -0.689], [-0.677, -1.980, 0.542], [-1.600, -0.310, 0.521]],
  "atomic_forces_ev_per_a": [[0.870, -4.678, 0.772], [-3.822, 3.217, 0.983], [1.235, -0.251, 0.029], [0.537, -2.676, -0.784], [0.933, -0.009, -0.971], [0.534, 0.954, -1.122], [0.546, 2.968, 0.188], [-0.833, 0.476, 0.904]],
  "relative_energy_kcal_mol": 72.9,
  "total_charge": 0,
  "e_homo_ev": -10.767,
  "gap_ha": 0.4195,
  "e_lumo_ev": 0.65
}

=====

No. 2
{
  "formula": "C3H13NO3",
  "method": "wB97M-V/def2-TZVPD",
  "species": ["C", "C", "C", "N", "H", "H", "H", "H", "H", "H", "H", "O", "H", "H", "O", "H", "H", "O", "H", "H"],
  "xyz": [[-1.324, -4.463, 2.004], [-0.112, -3.751, 1.267], [-0.012, -2.739, 0.391], [1.043, -2.160, -0.372], [-0.832, -5.356, 2.513], [-1.617, -3.614, 2.635], [-2.009, -4.852, 1.255], [0.866, -4.289, 1.427], [-0.997, -2.122, 0.252], [0.835, -1.422, -1.034], [2.043, -2.411, -0.014], [2.781, 1.943, 0.241], [1.914, 1.915, 0.739], [3.394, 2.118, 0.945], [0.406, 4.917, -1.761], [-0.411, 4.990, -1.355], [0.556, 4.128, -2.192], [-2.253, 5.317, -2.233], [-2.727, 6.178, -1.938], [-1.543, 5.672, -2.769]],
  "atomic_forces_ev_per_a": [[3.031, 0.947, -0.836], [2.202, -1.517, -0.584], [-2.851, 2.077, -0.391], [1.540, -2.170, 2.392], [-1.038, 1.417, -0.166], [-0.982, -1.109, 0.347], [-0.470, 0.336, 0.297], [-0.873, 0.430, -0.083], [1.655, -1.178, -0.105], [0.440, -0.328, 0.617], [-2.650, 1.112, -1.484], [-1.994, -0.183, 0.639], [1.338, 0.016, -1.023], [0.647, 0.144, 0.365], [2.824, 3.039, 0.122], [-2.577, -0.498, 1.024], [-0.015, -2.650, -1.084], [-1.629, 2.451, 0.991], [1.016, -2.308, -0.676], [0.386, -0.030, -0.363]],
  "relative_energy_kcal_mol": 55.9,
  "total_charge": 0,
  "e_homo_ev": -7.853,
  "gap_ha": 0.3129,
  "e_lumo_ev": 0.66
}

=====

No. 3
{
  "formula": "C20H27NO4",
  "method": "wB97M-V/def2-TZVPD",
  "species": ["C", "C", "C", "O", "C", "C", "C", "C", "C", "C", "H", "O", "C", "H", "H", "H", "O", "C", "C", "O", "N", "H", "C", "H", "H", "C", "C", "C", "C", "C", "C", "C", "H", "H", "H", "H", "H", "H", "H", "H", "H", "H", "H", "H", "H", "H", "H", "H", "H", "H", "H", "H"],
  "xyz": [[-1.637, -3.488, 4.942], [-1.367, -4.905, 4.144], [-0.059, -4.751, 3.267], [0.889, -5.245, 3.397], [-0.360, -3.771, 1.862], [0.862, -3.136, 1.416], [0.772, -2.154, 0.407], [-0.238, -1.945, -0.227], [-1.439, -2.353, 0.367], [-1.506, -3.252, 1.521], [-2.182, -3.522, 2.007], [-2.498, -1.818, -0.199], [-4.023, -2.365, 0.255], [-4.566, -1.779, -0.139], [-3.996, -2.077, 1.337], [-4.041, -3.236, 0.327], [-0.622, -1.023, -1.177], [0.639, -0.545, -1.860], [1.688, 0.240, -1.067], [2.782, 0.605, -1.305], [0.979, 1.002, -0.231], [0.030, 1.044, 0.062], [1.633, 2.135, 0.693], [2.613, 2.266, 0.460], [1.667, 1.752, 1.562], [0.896, 3.373, 0.308], [0.815, 3.710, -1.283], [2.284, 4.040, -1.720], [2.289, 4.412, -3.217], [1.149, 3.642, -3.984], [-0.017, 3.982, -3.437], [-0.235, 3.418, -2.152], [-1.088, 3.908, -1.478], [-0.550, 2.397, -2.151], [-1.007, 3.683, -4.101], [-0.031, 5.097, -3.290], [1.372, 2.417, -4.106], [1.215, 4.084, -4.883], [3.340, 3.877, -3.511], [2.497, 5.499, -3.413], [2.863, 4.309, -1.015], [1.442, 4.478, 0.956], [-0.179, 3.532, 0.529], [1.182, -1.419, -2.261], [0.430, -0.075, -2.865], [1.751, -2.113, 0.005], [1.753, -3.600, 1.871], [-1.283, -5.671, 4.810], [-2.086, -5.146, 3.444], [-2.384, -3.502, 5.491], [-0.690, -3.294, 5.463], [-1.750, -2.714, 4.171]],
  "atomic_forces_ev_per_a": [[7.870, -1.457, -7.041], [1.894, 4.445, -0.028], [-14.776, 7.224, -3.716], [12.987, -6.434, 2.089], [7.441, -0.532, 3.652], [-2.450, -2.235, 1.182], [11.897, -4.723, 5.356], [-12.366, 2.957, -3.759], [-2.008, -2.552, 2.750], [7.721, 6.144, -10.449], [-11.540, -3.568, 6.591], [-5.017, -0.862, 0.092], [11.778, 7.992, 6.992], [-7.393, 7.054, -6.176], [-0.158, 0.150, -0.635], [-0.494, -13.891, -0.545], [4.736, 1.558, -2.149], [0.292, -2.601, -2.228], [-5.187, 2.469, 0.275], [3.902, -1.423, -1.594], [1.133, 3.467, 4.402], [-0.854, -1.342, -0.606], [-3.023, -0.037, -7.851], [2.838, 0.187, -1.388], [-0.766, -2.101, 6.861], [-0.924, 5.191, -0.129], [12.145, 0.045, 3.484], [-12.984, -1.580, -5.150], [4.655, -3.110, 0.906], [7.877, -3.774, -0.669], [-9.590, 2.841, -0.498], [-4.190, 0.313, 3.981], [0.660, -0.614, -1.912], [0.075, -1.105, -0.097], [2.372, 0.892, 1.206], [-0.305, -0.691, -0.468], [-0.452, 3.303, 0.544], [0.295, 0.837, -3.842], [-2.166, 1.321, -0.079], [-0.859, -0.925, -0.063], [4.538, 1.866, 4.618], [-1.531, -3.482, -2.055], [0.437, -0.882, 0.994], [-0.319, -0.289, 0.436], [-0.396, 0.296, 1.557], [1.090, 1.486, -0.517], [-0.062, 0.900, -0.758], [0.514, -2.161, 1.899], [-1.956, -0.279, -1.293], [-6.936, -0.368, 5.334], [-0.478, 0.132, 0.185], [0.033, -0.057, 0.308]],
  "relative_energy_kcal_mol": 455.2,
  "total_charge": 0,
  "e_homo_ev": -7.644,
  "gap_ha": 0.3005,
  "e_lumo_ev": 0.53
}

=====

Max |F| list, top to bottom, in eV/A: 5.09 4.15 16.86